Entry 1:
This record from the Open Molecules 2025 dataset describes a 4-piece molecular cluster, C3H14O3S2 overall. The level of theory is ωB97M-V with the def2-TZVPD basis set.

The geometry in XYZ format:
```
22
Properties=species:S:1:pos:R:3:forces:R:3
C 0.6927 1.7597 -0.9776 1.1054 -0.9516 -1.8181
C 1.7119 1.6538 0.1288 -1.1863 1.3058 1.2655
S 0.9536 1.4448 1.8253 0.4944 0.4740 -0.3566
S 1.2195 -0.4640 2.4232 -1.0416 -0.5212 -0.3835
C -0.5592 -1.1041 2.2723 1.1446 1.8536 0.3572
H 1.2604 1.9692 -1.9041 -0.0379 0.2377 0.2301
H -0.0238 2.5655 -0.9165 -0.2337 0.0462 0.5544
H 0.2333 0.8210 -1.2760 -0.4614 -0.0313 0.5006
H 2.5411 0.9716 0.0034 -0.0130 -0.1914 -0.1389
H 2.0768 2.6780 0.2686 0.5436 -0.2788 -0.0560
H -1.0093 -0.8183 3.2209 -0.0274 -1.1674 0.3375
H -1.0906 -0.4100 1.6236 0.3031 -0.4482 -0.7827
H -0.4878 -2.1278 1.9392 -0.5463 -0.2316 0.2810
O -3.1316 -0.0627 -0.3153 0.2047 0.6703 -0.3329
H -3.0555 0.9182 -0.3072 -0.2241 -1.1541 0.4227
H -3.5014 -0.3868 0.5120 -0.0470 0.4959 0.0112
O -1.2150 -0.7338 -2.3490 0.9853 0.0416 -0.9588
H -2.1473 -0.5671 -2.4936 -0.1122 -0.2314 0.7610
H -1.0180 -1.0499 -1.4658 -0.8653 0.0940 0.1080
O 2.4829 -2.6163 -0.7509 -0.2233 -0.6569 0.1485
H 2.5077 -1.6896 -0.9435 0.2348 0.8614 -0.2072
H 1.5597 -2.7517 -0.5178 0.0035 -0.2165 0.0571
```
Forces are in eV/Å.

Its energy relative to the best compared isomer or geometry (same formula, charge and spin) is 23.4 kcal/mol. For the gap between HOMO and LUMO, the calculation gives 8.92 eV. As for the SMILES: CCSSC.O.O.O. As for the total charge: 0.

natural (NBO) population analysis, charges in e, atoms 1 to 6: atom 1 (C): -0.64, atom 2 (C): -0.50, atom 3 (S): 0.04, atom 4 (S): 0.05, atom 5 (C): -0.73, atom 6 (H): 0.21

Entry 2:
This record from the Open Molecules 2025 dataset describes a 4-piece molecular cluster, C3H14O4 overall. The level of theory is ωB97M-V with the def2-TZVPD basis set.

The geometry in XYZ format:
```
21
Properties=species:S:1:pos:R:3:forces:R:3
C -0.2279 0.1116 -2.2094 1.1598 -4.0283 -3.4614
O 1.1623 0.5405 -2.2560 -1.4848 2.0729 2.1098
C -1.0978 0.2594 -0.9851 0.1196 0.0979 0.2096
C -2.0944 -0.9737 -0.6835 2.9131 -1.0186 -0.9068
H 0.0975 -1.0663 -2.4933 -2.3643 2.2930 0.9001
H -0.7886 0.5436 -3.0575 0.4071 -0.2695 -0.1373
H 1.5212 0.0612 -2.9735 0.7009 -0.7077 -1.0271
H -1.4982 1.3119 -1.0406 0.1509 -1.2797 0.6993
H -0.2914 0.1518 -0.3019 0.0266 0.6012 1.7239
H -1.9066 -1.6156 -1.5724 -1.1481 0.3908 -0.0163
H -3.1792 -0.8179 -0.4773 1.1751 -0.0267 0.0427
H -1.4768 -1.6905 0.0116 -1.7439 1.6444 -0.2849
H 4.5249 -1.5379 2.1202 0.1342 0.4431 0.2564
H 3.1550 -1.4841 1.6709 -1.3176 -0.2368 -0.6933
O 3.7456 -0.9579 2.1956 1.1493 -0.1437 0.4398
H -1.2941 0.8678 3.3555 0.5015 -1.6945 0.7236
H -2.2937 -0.1374 3.5668 -4.1341 -1.0104 -0.6006
O -1.4139 -0.0584 3.7390 3.6675 2.6806 -0.1298
H 1.0949 1.4102 0.5683 -0.2057 -0.1593 -0.2712
H 1.4591 2.8071 0.5862 2.0412 2.0371 0.9594
O 0.8021 2.2745 0.2364 -1.7485 -1.6856 -0.5360
```
Forces are in eV/Å.

Its energy relative to the best compared isomer or geometry (same formula, charge and spin) is 62.1 kcal/mol. For the gap between HOMO and LUMO (spin up / spin down), the calculation gives 2.48 / 10.00 eV. As for the total charge: -1. Its spin multiplicity is 2.

natural (NBO) population analysis, charges in e, atoms 1 to 6: atom 1 (C): -0.12, atom 2 (O): -0.80, atom 3 (C): -0.52, atom 4 (C): -0.69, atom 5 (H): 0.12, atom 6 (H): 0.14

Entry 3:
This record from the Open Molecules 2025 dataset describes a 4-piece molecular cluster, C3H14O4 overall. The level of theory is ωB97M-V with the def2-TZVPD basis set.

The geometry in XYZ format:
```
21
Properties=species:S:1:pos:R:3:forces:R:3
C 0.1092 -1.1068 -2.6022 -0.1522 0.2031 -0.9065
C 0.6869 -1.2434 -1.2102 -0.1827 -1.0066 -0.9262
C -0.3278 -0.6400 -0.2448 2.0811 0.2960 1.2272
O 2.0038 -0.6704 -1.1107 -1.0463 0.2958 0.0953
H -0.9734 -1.3099 -2.5570 0.3736 0.1085 -0.1898
H 0.5486 -1.7247 -3.3913 0.1093 -0.1746 0.3698
H 0.2756 -0.0820 -2.9748 -0.3561 -0.1904 0.3340
H 0.8817 -2.2965 -0.9988 -0.2726 -0.0359 0.1559
H -1.3265 -1.0350 -0.1225 -0.0256 -0.6331 -0.4789
H -0.4249 0.3957 -0.5781 -0.0210 0.2422 0.6097
H 0.2243 -0.7716 0.7185 -0.8474 0.8528 -0.2578
H 1.9451 0.1888 -1.5507 0.2846 -0.0613 0.0063
O -1.7411 -1.2442 5.6616 -0.1869 -0.1547 0.0716
H -1.5758 -0.8850 4.7874 0.1211 0.0655 -0.0184
H -1.1874 -0.7535 6.2734 0.0767 0.0794 -0.0615
O 2.0676 0.8946 -4.2446 -0.0333 0.4068 -0.1986
H 2.6458 1.3706 -4.8514 0.2659 -0.1869 0.0560
H 1.2628 1.4196 -4.3063 -0.1813 -0.1148 0.1104
O -1.9785 3.4125 4.4185 -0.3481 0.2148 -0.0284
H -2.0609 2.4617 4.3122 0.2148 0.0036 0.0389
H -1.0550 3.6195 4.5717 0.1265 -0.2102 -0.0090
```
Forces are in eV/Å.

Its energy relative to the best compared isomer or geometry (same formula, charge and spin) is 28.2 kcal/mol. For the gap between HOMO and LUMO, the calculation gives 10.48 eV. As for the SMILES: CC(C)O.O.O.O. As for the total charge: 0.

natural (NBO) population analysis, charges in e, atoms 1 to 6: atom 1 (C): -0.63, atom 2 (C): 0.09, atom 3 (C): -0.64, atom 4 (O): -0.71, atom 5 (H): 0.21, atom 6 (H): 0.22

Entry 4:
This record from the Open Molecules 2025 dataset describes a 6-piece molecular cluster, C3H14O4 overall. The level of theory is ωB97M-V with the def2-TZVPD basis set.

The geometry in XYZ format:
```
21
Properties=species:S:1:pos:R:3:forces:R:3
C -0.5404 -1.6101 0.0187 0.9967 -0.2681 0.8282
C -0.3042 -0.9851 1.3500 -1.4138 -1.0389 -0.5685
C 0.9495 -0.5645 1.7380 0.0781 -0.1336 -1.0057
H -1.0911 -0.8061 -0.5164 -0.2465 0.1759 -0.2497
H 0.3655 -1.8251 -0.5691 -0.1257 0.3853 0.1977
H -1.1815 -2.4878 0.0663 -0.2722 0.2329 0.2103
H -1.1730 -0.9853 2.0040 0.2731 0.0819 0.0579
H 1.3196 -0.5962 2.7575 -0.1574 0.1140 -0.0416
H 1.6057 -0.3619 0.8829 0.7212 0.3957 0.1034
H 2.9818 -0.6464 -1.3695 -0.4126 -0.0409 0.7051
H 0.9527 1.0543 -0.5284 0.3285 0.0908 -0.1494
O 2.2184 -0.6417 -0.7518 -0.0077 -0.1655 -0.2142
H -3.4541 0.7317 0.7050 0.0303 0.0128 -0.1297
H -0.7523 1.8632 -1.1167 0.1170 0.3348 0.0700
O -1.1468 1.0506 -1.4347 0.1173 -0.5296 -0.2610
H 0.7923 -0.0188 -2.8933 -0.1361 -0.0130 0.1100
H 2.1662 1.8466 -0.0768 0.3925 -0.0987 -0.1055
O 1.2126 1.8626 -0.0598 -0.6561 0.2346 0.2435
H 1.3047 0.1608 -3.3926 0.1392 0.0291 -0.2099
H -1.7346 0.7433 -0.6934 -0.4145 0.6790 -0.0481
O -2.6300 0.2639 0.5182 0.6488 -0.4785 0.4574
```
Forces are in eV/Å.

Its energy relative to the best compared isomer or geometry (same formula, charge and spin) is 246.2 kcal/mol. For the gap between HOMO and LUMO, the calculation gives 4.10 eV. As for the total charge: 0.

natural (NBO) population analysis, charges in e, atoms 1 to 6: atom 1 (C): -0.68, atom 2 (C): 0.02, atom 3 (C): -0.10, atom 4 (H): 0.36, atom 5 (H): 0.28, atom 6 (H): 0.25

Entry 5:
This record from the Open Molecules 2025 dataset describes a 4-piece molecular cluster, C3H14O4 overall. The level of theory is ωB97M-V with the def2-TZVPD basis set.

The geometry in XYZ format:
```
21
Properties=species:S:1:pos:R:3:forces:R:3
C 0.7464 -2.8108 0.5278 1.1985 1.5910 3.2139
C 1.6953 -1.7270 0.0507 3.0835 -1.7757 0.5260
C 1.2971 -0.3168 -0.0032 0.8965 3.5516 1.0180
O 0.0341 -0.0081 0.4335 -2.6894 -2.3734 -0.2505
H -0.1684 -2.3917 0.9259 0.0144 0.2062 0.7174
H 0.4016 -3.3850 -0.2325 -0.5372 -2.1113 -2.3589
H 1.3359 -3.3759 1.2975 -1.1986 0.0246 -0.6764
H 2.0552 -2.1012 -0.9164 0.0235 0.5886 -0.0618
H 2.6755 -1.7167 0.6818 -1.6844 -0.4135 -0.8632
H 1.3029 0.0538 -1.0242 0.9591 0.2275 -0.3328
H 1.9068 0.3528 0.7429 0.1324 -1.2845 -1.9550
H 0.0156 0.7966 0.8955 -0.0227 1.3885 1.0647
O -1.2515 2.6492 -2.4274 -0.4121 -1.4938 0.2187
H -1.4347 1.6795 -2.3398 -0.5264 0.9930 0.2582
H -0.3905 2.5712 -2.8138 0.9835 0.5987 -0.4455
O -2.4720 0.8022 -0.8603 -1.0686 -0.4842 -2.3127
H -2.5168 0.0287 -0.3257 0.3952 -0.4151 1.0038
H -2.1893 1.5697 -0.4134 0.4973 0.7764 1.1896
O -0.7852 2.1290 1.8559 0.4517 -1.8540 6.0829
H -1.1825 2.5200 2.7165 1.1437 -1.1969 -2.1285
H -1.0753 2.6807 1.2288 -1.6398 3.4563 -3.9080
```
Forces are in eV/Å.

Its energy relative to the best compared isomer or geometry (same formula, charge and spin) is 53.7 kcal/mol. For the gap between HOMO and LUMO, the calculation gives 9.82 eV. As for the SMILES: CCCO.O.O.O. As for the total charge: 0.

natural (NBO) population analysis, charges in e, atoms 1 to 6: atom 1 (C): -0.61, atom 2 (C): -0.43, atom 3 (C): -0.05, atom 4 (O): -0.76, atom 5 (H): 0.22, atom 6 (H): 0.20

Entry 6:
This record from the Open Molecules 2025 dataset describes a 5-piece molecular cluster, C3H14O4 overall. The level of theory is ωB97M-V with the def2-TZVPD basis set.

The geometry in XYZ format:
```
21
Properties=species:S:1:pos:R:3:forces:R:3
C 0.3773 1.8842 0.4243 1.2825 3.7776 -0.8622
C 1.0530 2.7933 1.2374 -2.7204 -2.2607 -0.5554
C 1.6888 2.1354 2.4760 -0.4076 -2.4503 -2.0998
H -0.3230 2.2370 -0.4071 1.0973 -0.6018 1.2575
H 0.8253 0.9055 0.3431 -0.5399 -0.4880 0.2728
H 0.7571 3.8685 1.3042 0.4032 -0.9857 -0.3158
H 2.6196 1.4741 2.1884 -1.5542 1.6338 0.9401
H 1.7830 2.8753 3.2193 0.8304 0.4854 1.1213
H 0.8464 1.4165 2.7666 1.6131 0.8812 0.2330
O 0.4421 -2.0034 -3.6229 -0.4972 -0.7609 -0.2823
H -0.4432 -1.8925 -3.2442 0.1088 0.4312 -0.0167
H 0.2801 -2.7147 -4.2684 0.3707 0.4205 0.2625
O 2.1742 -3.2898 1.6713 -3.7564 -0.3531 -2.2262
H 1.3318 -2.7064 1.6296 2.2534 -0.8835 0.5685
H 1.8032 -3.9672 0.9921 1.5159 1.2450 1.6567
O -2.1662 -0.5837 -3.0019 2.1777 1.4328 0.3533
H -2.9963 -0.9301 -2.7741 -1.8481 -0.5924 0.5729
H -1.9861 0.1490 -2.3627 -0.3601 -0.8849 -0.8272
O -2.7443 -0.1282 0.4042 -1.0311 -2.0945 1.4824
H -3.2005 -0.7869 1.0380 0.8292 1.8347 -1.3428
H -2.1226 -0.7359 -0.0134 0.2329 0.2135 -0.1927
```
Forces are in eV/Å.

Its energy relative to the best compared isomer or geometry (same formula, charge and spin) is 66.0 kcal/mol. For the gap between HOMO and LUMO, the calculation gives 9.13 eV. As for the SMILES: C=CC.O.O.O.O. As for the total charge: 0.

natural (NBO) population analysis, charges in e, atoms 1 to 6: atom 1 (C): -0.41, atom 2 (C): -0.17, atom 3 (C): -0.66, atom 4 (H): 0.20, atom 5 (H): 0.19, atom 6 (H): 0.20

Entry 7:
This record from the Open Molecules 2025 dataset describes a 3-piece molecular cluster, C3H15N2O2S overall. The level of theory is ωB97M-V with the def2-TZVPD basis set.

The geometry in XYZ format:
```
23
Properties=species:S:1:pos:R:3:forces:R:3
N -0.7541 -0.1393 -0.2155 2.5060 -1.0119 -1.5965
C 0.7375 -0.4650 -0.0858 0.6977 0.1546 -0.0440
C 1.6490 0.7524 -0.1634 -0.0671 0.8392 1.0268
S 2.0335 1.2882 -1.8389 -0.2283 0.2878 -0.0878
C 0.9210 -1.4016 1.0989 -0.8702 0.5078 1.1896
N 0.0638 -0.9757 2.2314 -0.1240 -0.2477 0.0271
H -0.8507 0.3892 -1.0788 -0.3055 0.2800 -0.0272
H -1.0233 -1.0807 -0.4844 -1.4819 0.2152 0.6369
H -1.1611 0.3675 0.5674 -0.0464 -0.4193 0.3259
H 0.9824 -1.0127 -0.9905 -0.2924 -0.3180 -0.1866
H 1.1948 1.5969 0.3533 -0.2091 0.0801 -0.3554
H 2.5671 0.6736 0.4187 0.0804 -0.7096 -0.1918
H 2.9896 0.3869 -2.0845 0.0202 -0.1179 0.0050
H 1.9665 -1.4291 1.3739 0.2829 -0.2044 -0.0976
H 0.5627 -2.4029 0.8749 0.3774 -0.1533 -0.5127
H 0.5451 -0.6696 3.0672 0.3260 0.1802 -0.2573
H -0.4574 -1.7888 2.5337 -0.1611 0.1479 0.1103
H -0.6773 2.9773 1.0479 -0.1094 -0.0038 -0.1061
H -1.6978 2.7265 -0.0731 -0.0397 0.2432 0.0286
O -0.9210 2.3507 0.3536 -0.1747 0.2958 0.2240
H -3.1730 -0.1284 -2.7232 0.1591 0.1066 -0.2330
H -3.0116 -1.3450 -1.8643 0.1290 -0.0222 -0.1964
O -2.4855 -0.6705 -2.3185 -0.4689 -0.1301 0.3181
```
Forces are in eV/Å.

Its energy relative to the best compared isomer or geometry (same formula, charge and spin) is 14.9 kcal/mol. For the gap between HOMO and LUMO, the calculation gives 9.66 eV. As for the total charge: +1.

natural (NBO) population analysis, charges in e, atoms 1 to 6: atom 1 (N): -0.69, atom 2 (C): -0.07, atom 3 (C): -0.58, atom 4 (S): 0.00, atom 5 (C): -0.25, atom 6 (N): -0.87

Entry 8:
This record from the Open Molecules 2025 dataset describes a 4-piece molecular cluster, C3H15N2O3 overall. The level of theory is ωB97M-V with the def2-TZVPD basis set.

The geometry in XYZ format:
```
23
Properties=species:S:1:pos:R:3:forces:R:3
N -4.9262 1.2191 -0.2787 -0.0718 -2.4704 -1.1898
C 1.5385 -0.9791 1.0684 -0.0746 -0.8140 -2.4085
C 2.1006 -1.7845 -0.1948 -0.1997 -0.5637 -0.6137
O 2.0537 -0.9077 -1.2493 -1.1673 -0.3944 -0.2335
C 2.3986 0.2109 1.0708 -1.9956 2.1443 -0.2841
N 1.6349 1.3761 0.5478 0.8142 1.1613 1.7469
H -5.8610 1.0002 -0.0182 -0.4225 0.2688 0.9466
H -4.9687 1.3953 -1.2477 0.1809 0.2094 -1.2809
H -4.4499 1.9408 0.1400 0.5117 2.0000 1.5488
H 1.5646 -1.5772 1.9065 0.4191 -1.5362 1.8407
H 1.5262 -2.7791 -0.4797 0.3316 1.6763 0.8619
H 3.1418 -2.1147 -0.0219 -0.3162 0.1514 -0.3050
H 1.0436 -0.6243 -1.4559 -0.0989 -0.2689 -0.2704
H 2.8101 0.2956 2.0665 0.1395 0.7283 0.6315
H 3.1482 0.0869 0.3393 1.6796 0.3163 0.1134
H 2.0914 2.3201 0.6548 0.2468 -1.4295 -0.9315
H 0.6557 1.6099 0.8308 0.3161 -1.3903 -0.3563
H -2.3866 0.4683 0.0920 0.1792 0.3916 0.2555
H -1.0385 0.1801 -0.6905 -0.3732 1.0983 1.2606
O -1.4632 0.7942 0.1179 0.5208 -1.5869 -1.6471
H 0.5281 -0.7099 0.9104 -1.2376 0.1947 -0.1699
H -0.8055 -0.8105 -2.4113 -3.1116 -1.3767 -5.1753
O -0.3365 -0.6103 -1.6973 3.7292 1.4906 5.6602
```
Forces are in eV/Å.

Its energy relative to the best compared isomer or geometry (same formula, charge and spin) is 226.0 kcal/mol. For the gap between HOMO and LUMO, the calculation gives 2.56 eV. As for the total charge: +1.

natural (NBO) population analysis, charges in e, atoms 1 to 6: atom 1 (N): -1.07, atom 2 (C): -0.39, atom 3 (C): -0.10, atom 4 (O): -0.42, atom 5 (C): -0.26, atom 6 (N): -0.55

Among the records above, which one has the highest energy relative to the best compared isomer or geometry (same formula, charge and spin)?
number 4

Please write out number 6 again, unchanged.
This record from the Open Molecules 2025 dataset describes a 5-piece molecular cluster, C3H14O4 overall. The level of theory is ωB97M-V with the def2-TZVPD basis set.

The geometry in XYZ format:
```
21
Properties=species:S:1:pos:R:3:forces:R:3
C 0.3773 1.8842 0.4243 1.2825 3.7776 -0.8622
C 1.0530 2.7933 1.2374 -2.7204 -2.2607 -0.5554
C 1.6888 2.1354 2.4760 -0.4076 -2.4503 -2.0998
H -0.3230 2.2370 -0.4071 1.0973 -0.6018 1.2575
H 0.8253 0.9055 0.3431 -0.5399 -0.4880 0.2728
H 0.7571 3.8685 1.3042 0.4032 -0.9857 -0.3158
H 2.6196 1.4741 2.1884 -1.5542 1.6338 0.9401
H 1.7830 2.8753 3.2193 0.8304 0.4854 1.1213
H 0.8464 1.4165 2.7666 1.6131 0.8812 0.2330
O 0.4421 -2.0034 -3.6229 -0.4972 -0.7609 -0.2823
H -0.4432 -1.8925 -3.2442 0.1088 0.4312 -0.0167
H 0.2801 -2.7147 -4.2684 0.3707 0.4205 0.2625
O 2.1742 -3.2898 1.6713 -3.7564 -0.3531 -2.2262
H 1.3318 -2.7064 1.6296 2.2534 -0.8835 0.5685
H 1.8032 -3.9672 0.9921 1.5159 1.2450 1.6567
O -2.1662 -0.5837 -3.0019 2.1777 1.4328 0.3533
H -2.9963 -0.9301 -2.7741 -1.8481 -0.5924 0.5729
H -1.9861 0.1490 -2.3627 -0.3601 -0.8849 -0.8272
O -2.7443 -0.1282 0.4042 -1.0311 -2.0945 1.4824
H -3.2005 -0.7869 1.0380 0.8292 1.8347 -1.3428
H -2.1226 -0.7359 -0.0134 0.2329 0.2135 -0.1927
```
Forces are in eV/Å.

Its energy relative to the best compared isomer or geometry (same formula, charge and spin) is 66.0 kcal/mol. For the gap between HOMO and LUMO, the calculation gives 9.13 eV. As for the SMILES: C=CC.O.O.O.O. As for the total charge: 0.

natural (NBO) population analysis, charges in e, atoms 1 to 6: atom 1 (C): -0.41, atom 2 (C): -0.17, atom 3 (C): -0.66, atom 4 (H): 0.20, atom 5 (H): 0.19, atom 6 (H): 0.20